201
Properties=species:S:1:pos:R:3 method="wB97M-V/def2-TZVPD" relative_energy_kcal_mol=0.0 total_charge=+4 homo_ev=-14.1
C 2.43 6.08 -2.66
C 2.51 4.14 -0.55
H -3.72 3.41 -2.89
C -5.13 -3.35 3.26
F -6.25 -3.55 2.67
N -2.51 -2.28 3.13
H -1.72 4.50 5.12
H 7.10 -7.49 1.27
H -1.65 2.21 -4.11
H 3.13 -0.88 1.07
C 5.54 -0.55 5.88
H 0.34 -9.09 -2.56
C 7.90 -2.21 6.17
C -3.10 -6.18 -0.88
C -4.83 1.69 4.12
C 3.98 -3.72 -3.06
C -1.63 7.20 -0.13
H 3.53 -1.74 3.13
C -6.62 5.97 0.29
O -4.53 -1.04 1.94
O -2.81 6.44 -2.58
H 4.72 -7.87 -0.21
C 2.36 -1.53 -2.38
H -3.51 3.26 1.32
O -5.59 5.58 -2.27
C -1.58 1.89 -0.59
S -5.76 6.70 -1.29
H 3.88 -2.86 -5.00
H 6.26 -6.69 2.65
H 8.98 -2.36 6.27
H -3.56 1.48 1.51
H 1.79 -0.65 -2.13
H 2.00 6.54 -3.54
F -5.47 -2.68 4.33
H 2.37 0.16 -4.33
H 4.08 3.77 -2.03
F 1.15 -1.74 2.76
H 8.24 -0.28 7.15
N -4.26 7.43 -0.83
N -2.21 -5.34 -1.86
H 0.66 4.78 -4.22
C -4.81 1.58 -5.53
H -0.01 -2.79 -1.17
H -5.72 1.25 -5.04
H -2.41 3.75 -7.09
H 4.58 -4.55 -3.40
H -2.11 2.77 -0.96
H -3.61 -3.81 -2.05
H 0.28 0.75 0.97
H -0.69 -8.62 -3.84
H -2.37 2.22 4.88
H 1.73 1.07 0.06
N 5.92 -1.67 4.83
F -0.15 -0.21 3.45
C 6.13 -7.27 1.73
C -3.31 5.02 3.63
H 4.31 4.83 -4.20
H 1.37 -1.24 -5.16
C 0.00 -8.21 -3.11
C 4.01 -0.76 3.10
C -3.18 -4.50 -2.78
O -1.54 -1.33 1.02
F -6.97 6.97 1.10
C -3.73 0.73 -3.41
H 5.35 -3.33 6.13
H -2.19 1.74 -5.72
C -1.42 -6.25 -2.83
H -0.68 -4.84 -0.28
C 3.57 -3.58 -1.79
C 7.60 -1.16 7.24
C 1.07 4.09 -3.47
H 0.44 4.01 -2.58
N 2.45 4.62 -3.09
H -2.40 4.57 -4.40
F -1.85 7.12 1.18
N 2.81 -1.74 -3.65
N -3.90 1.96 -4.37
H 5.44 -1.58 7.84
H 0.58 -0.22 -0.30
H -2.03 -3.87 -0.39
H -4.27 3.97 4.98
H -0.78 -5.64 -3.48
C 5.55 -1.04 3.41
H 2.68 3.29 0.12
H -3.45 -0.15 -3.98
H -6.51 1.62 -0.62
H 6.07 -0.08 3.32
C 4.98 -4.08 0.17
H -4.61 4.06 -4.29
H -1.21 5.52 3.84
F -0.17 -2.10 4.55
O -3.77 -3.18 0.90
H 2.90 -0.88 -5.66
H -5.88 1.86 3.90
H 0.76 -7.60 -3.59
C -2.43 2.36 -4.86
H -1.84 -4.17 -4.53
H -3.53 6.01 4.04
H -5.09 0.65 -0.27
H 3.48 -0.04 3.72
C -0.56 -3.38 -1.91
C -1.46 3.37 3.42
S -1.40 -2.22 2.17
H 3.52 0.79 1.65
H 5.93 -1.73 2.66
C -5.51 1.65 -0.19
C 3.00 3.68 -2.00
H 0.35 2.71 -0.79
H -4.39 0.72 -6.06
H 6.14 0.33 5.66
H 2.37 -2.36 -0.38
H -4.61 0.70 3.74
H 6.48 -4.67 1.63
C -2.45 2.23 3.79
H 4.74 -0.09 1.08
O -2.94 3.99 -6.32
C 2.30 -0.83 -4.76
C -0.07 1.72 -0.99
C -0.04 -1.56 3.34
O -3.30 5.14 -0.52
H -2.27 1.07 -0.80
C -5.45 2.07 1.29
H 5.96 -0.06 8.06
C 6.11 -0.87 7.35
H 3.61 4.93 0.86
H 2.73 2.66 -2.27
F -7.65 5.27 -0.15
F -4.50 -4.55 3.45
H 0.21 -3.89 -2.49
N 5.44 -6.31 0.89
C 3.82 -0.25 1.64
F -5.70 5.25 0.95
O -6.61 7.82 -1.73
C -2.32 -3.61 -3.73
H -1.74 1.88 0.49
H 3.52 6.12 -2.68
H 5.52 -8.14 1.95
H -0.41 3.11 3.58
H -1.22 -7.98 -1.43
H 0.14 -6.89 -1.47
C -1.30 -4.37 -1.03
H 5.28 -3.05 0.27
H -4.60 0.69 -2.75
H 2.85 5.15 -5.08
H -4.89 2.27 -0.83
H 7.57 -3.20 6.51
H 4.02 -2.90 5.06
C -1.41 -2.59 -2.92
H -4.65 1.74 5.19
H 7.75 -2.50 4.04
H -3.88 -5.54 -0.47
C -4.51 3.21 -3.61
H 1.45 4.41 -0.48
H 7.91 -1.43 8.25
H -6.11 2.92 1.46
C 5.10 -2.99 5.13
O -0.93 -3.55 1.79
C 2.69 -2.49 -1.41
H -5.40 2.93 -3.05
H -2.84 0.96 -2.84
H -2.02 1.34 3.34
C 3.30 4.45 -4.36
C -0.67 -7.30 -2.07
H -5.76 1.19 1.85
H 7.82 -0.82 4.61
F -0.55 6.37 -0.34
H 3.24 3.43 -4.74
H -1.16 4.14 -5.42
H -4.93 2.44 -6.19
H -2.21 -6.68 -3.44
C 7.45 -1.82 4.84
O 0.10 1.24 -2.34
H -2.12 -1.94 -2.41
S -3.88 -2.37 2.16
C 4.66 -6.80 -0.08
C 4.00 -5.93 -0.95
H -2.54 -6.77 -0.15
H 1.31 3.07 -3.76
C 5.68 -5.01 1.00
C -4.01 2.43 1.81
H -0.80 -1.94 -3.54
S -3.12 6.43 -1.18
H 1.95 6.45 -1.75
C -1.85 4.66 4.05
C -2.18 3.83 -5.17
H -1.52 3.51 2.34
H -3.00 -2.90 -4.19
C -4.30 3.92 3.90
C 3.61 -2.73 -3.97
F -1.37 8.47 -0.45
N -3.90 2.56 3.34
C 0.67 0.83 -0.04
H -3.80 -5.24 -3.28
H -5.28 4.23 3.53
H 4.46 -0.49 5.86
O 3.22 5.26 0.04
H -3.73 -6.76 -1.54
C 4.09 -4.55 -0.76
H -3.26 5.29 2.58
H 3.54 -6.36 -1.82
H 5.53 -3.63 4.35